Here is a cluster of 7 separate species, C17H37Cl3N4O12S2 in total from the OMol25 dataset. Energies are from wB97M-V/def2-TZVPD.

The HOMO energy is -9.4 eV. The net charge is 0. As for the multiplicity: 1. The structure (SMILES) is O=S1(=O)OCCO1.O=S1(=O)OCCO1.ClC(Cl)Cl.CNC(C)=O.CNC(C)=O.CNC(C)=O.CNC(C)=O.

Last column: Mulliken charge in e.
Positions of all 75 atoms, in Å:
O 16.65 15.47 11.15  -0.418
S 16.94 14.28 10.39  1.038
O 17.62 14.26 9.13  -0.597
O 17.66 13.23 11.31  -0.348
C 17.04 11.91 11.20  -0.322
C 15.53 12.23 10.96  0.495
O 15.61 13.39 10.08  -0.304
H 17.52 11.42 10.38  0.339
H 17.25 11.45 12.20  0.203
H 14.90 12.46 11.81  -0.096
H 15.09 11.45 10.35  0.051
O 14.08 13.95 16.91  -0.452
S 15.30 14.70 17.03  0.924
O 15.55 15.34 18.29  -0.606
O 16.47 13.80 16.52  -0.180
C 17.33 14.46 15.64  -0.374
C 16.38 15.47 14.88  -0.117
O 15.29 15.75 15.83  -0.271
H 18.19 14.88 16.15  0.312
H 17.60 13.74 14.92  0.287
H 15.93 15.00 14.06  0.139
H 16.93 16.35 14.62  0.303
Cl 12.68 13.18 13.81  -0.126
C 13.34 11.92 14.92  0.516
Cl 15.04 11.70 14.66  -0.103
Cl 12.51 10.41 14.73  -0.136
H 13.08 12.15 15.94  -0.186
C 14.87 12.28 21.06  -0.777
N 13.74 11.72 20.28  -0.198
C 13.89 11.21 19.01  0.781
C 12.69 10.50 18.33  -0.936
O 15.02 11.28 18.48  -0.626
H 14.45 12.67 22.00  0.320
H 15.32 13.19 20.64  0.219
H 15.68 11.58 21.24  0.263
H 12.80 11.82 20.63  0.222
H 11.96 10.32 19.14  0.373
H 13.02 9.54 18.02  0.246
H 12.27 11.06 17.48  0.142
C 9.70 11.64 11.08  -0.805
N 9.06 11.41 12.40  -0.174
C 8.98 10.07 12.83  0.632
C 8.28 9.85 14.17  -1.023
O 9.56 9.24 12.17  -0.590
H 10.13 12.59 10.90  0.338
H 9.07 11.50 10.17  0.308
H 10.53 10.90 10.97  0.174
H 8.37 12.06 12.72  0.241
H 7.54 9.07 13.98  0.301
H 7.85 10.76 14.54  0.331
H 8.92 9.44 14.89  0.250
C 12.60 20.12 14.11  -0.824
N 13.72 19.32 13.52  -0.223
C 13.43 18.31 12.69  0.840
C 14.61 17.69 12.01  -0.850
O 12.29 17.97 12.54  -0.659
H 12.57 20.03 15.22  0.266
H 11.66 19.72 13.73  0.311
H 12.62 21.22 13.91  0.279
H 14.68 19.62 13.67  0.206
H 14.64 18.00 10.98  0.335
H 14.52 16.60 11.98  0.129
H 15.53 17.97 12.49  0.210
C 12.09 7.81 10.07  -0.721
N 11.90 8.65 8.85  -0.168
C 12.73 9.66 8.46  0.784
C 12.47 10.18 7.03  -1.239
O 13.64 10.11 9.12  -0.642
H 11.55 8.21 10.94  0.179
H 13.16 7.94 10.34  0.256
H 11.87 6.80 9.86  0.345
H 11.06 8.44 8.32  0.217
H 11.45 10.53 6.84  0.335
H 12.62 9.42 6.25  0.315
H 13.14 10.99 6.91  0.332

***

Here is an isolated molecule of C2H4N4 from the OMol25 dataset. Energies are from wB97M-V/def2-TZVPD.

The HOMO energy is -10.8 eV. The net charge is 0. As for the multiplicity: 1. The structure (SMILES) is Cn1ncnn1.

Last column: natural (NBO) charge in e.
Positions of all 10 atoms, in Å:
C 1.38 0.75 -0.15  -0.416
N 0.03 0.23 -0.11  -0.001
N -0.42 -0.37 0.98  -0.263
C -1.52 -0.95 0.53  0.095
N -1.74 -0.69 -0.78  -0.269
N -0.74 0.05 -1.17  -0.040
H 1.46 1.64 0.48  0.222
H 1.66 0.96 -1.18  0.235
H 2.00 -0.04 0.26  0.225
H -2.12 -1.59 1.15  0.210

***

Here is the ion C7H10NO2 with charge +1 from the OMol25 dataset. Energies are from wB97M-V/def2-TZVPD.

The HOMO energy is -13.1 eV. The net charge is +1. As for the multiplicity: 1.

Last column: natural (NBO) charge in e.
Positions of all 20 atoms, in Å:
C -1.79 -1.06 0.33  -0.177
C -0.67 -1.31 1.02  -0.223
C 1.78 -1.13 0.31  0.369
C -1.54 -0.31 -0.97  -0.247
C 0.68 1.34 1.35  0.082
C 0.39 1.58 -0.92  0.118
C 0.48 -0.57 0.39  -0.017
N -0.03 0.10 -0.90  -0.398
O 2.37 -1.04 -0.70  -0.501
O 0.17 2.04 0.32  -0.451
H -2.82 -1.19 0.53  0.247
H -0.62 -1.92 1.89  0.262
H 1.98 -1.53 1.25  0.147
H -1.54 -1.05 -1.73  0.234
H -2.28 0.42 -1.27  0.252
H 0.05 1.42 2.23  0.224
H 1.67 1.02 1.48  0.193
H 1.47 1.44 -1.34  0.209
H -0.25 2.06 -1.61  0.222
H 0.52 -0.29 -1.65  0.456

***

Here is an isolated molecule of C4H5ClN2S from the OMol25 dataset. Energies are from wB97M-V/def2-TZVPD.

The HOMO energy is -8.4 eV. The net charge is 0. As for the multiplicity: 1. The structure (SMILES) is Nn1cc(S)c(Cl)c1.

Last column: natural (NBO) charge in e.
Positions of all 13 atoms, in Å:
N 3.26 -0.05 0.07  -0.642
N 1.93 -0.02 -0.17  -0.195
C 1.14 -1.26 -0.06  -0.133
C -0.09 -0.82 -0.02  -0.166
S -1.84 -1.53 0.03  -0.014
C -0.18 0.66 -0.10  -0.112
Cl -1.63 1.73 0.05  -0.002
C 1.10 1.06 -0.04  -0.056
H 3.85 0.86 -0.38  0.377
H 3.43 -0.13 1.19  0.347
H 1.52 -2.25 0.41  0.248
H -1.38 -2.77 -0.44  0.139
H 1.55 1.98 -0.15  0.211

***

| no. | DFT total energy (Ha) | strongest force on any atom (eV Å⁻¹) | frontier orbital gap (eV) |
| --- | --- | --- | --- |
| 1 | -3968.779414 | 2.861 | 9.937 |
| 2 | -297.592704 | 0.337 | 11.728 |
| 3 | -477.570245 | 4.610 | 8.857 |
| 4 | -1123.188213 | 7.277 | 9.008 |